An isolated ion of composition C5H4ClO3 and charge -1 in a non-equilibrium geometry, computed with wB97M-V/def2-TZVPD.

```
13
Properties=species:S:1:pos:R:3:forces:R:3:lowdin_charge:R:1
C -1.2230 -0.5960 -0.1560 1.34 -2.69 -0.38 -0.22
C -2.2514 0.1834 -0.0909 0.07 1.94 0.48 -0.13
C 0.2383 -0.3743 0.3230 0.57 2.43 1.31 -0.63
C 0.6630 1.2154 0.4321 1.12 -2.47 -0.71 -0.08
C 1.2918 0.2205 -0.6072 -0.21 0.88 2.32 -0.61
O -3.0072 1.0940 0.0103 -0.05 -0.80 -0.28 0.09
O 0.6026 -1.2345 1.2073 -0.34 -0.77 -0.14 -0.18
O -1.3468 -1.9868 -0.3985 -0.03 0.40 -0.19 -0.04
Cl 2.9441 -0.2156 -0.1966 0.62 -0.38 0.13 0.56
H 0.0328 1.8715 -0.0240 -2.17 1.60 -1.50 0.02
H 1.2593 1.8234 1.1116 0.40 -1.07 0.33 0.08
H 1.3239 0.3484 -1.6412 -0.78 0.42 -1.56 0.05
H -0.5275 -2.3494 0.0301 -0.54 0.52 0.18 0.09
```
Forces are in eV/Å.

LUMO level in eV: 3.717
DFT total energy in eV: -23912.3807
Total charge: -1
E_HOMO in eV: -3.589
HOMO-LUMO gap in eV: 7.306